(1)
Molecular formula: C39H30BrF6N3O9PS2SeY
Method: DFT, ωB97M-V/def2-TZVPD

Each line ends with the Löwdin charge.
Positions of all 93 atoms, in Å:
H 2.60 -0.58 6.92  0.093
F -5.28 -1.39 3.09  0.128
O 0.26 -2.64 -1.65  -0.167
Se -3.56 3.40 -0.62  0.405
H 5.42 5.09 0.90  0.091
O -2.06 -0.06 4.75  -0.273
H 4.57 3.58 -0.85  0.101
C 1.38 -3.96 -0.01  -0.093
H -3.19 5.43 3.36  0.093
C -0.14 4.38 2.32  -0.081
C -2.38 4.75 3.10  -0.106
C -2.94 0.08 -5.86  -0.061
O 1.74 -0.83 0.06  -0.223
H -1.73 1.44 2.85  0.066
C 0.91 -2.76 2.01  -0.233
C -4.06 -0.55 -5.41  -0.107
C -0.66 -0.13 -2.84  -0.188
C -4.09 -1.07 -4.09  -0.150
C 1.17 0.74 5.99  -0.096
Y -0.39 -0.80 -0.48  1.378
O -3.27 -2.82 1.32  -0.319
C 0.02 -4.97 1.88  -0.085
C -1.79 -0.27 -3.71  -0.222
H 3.20 1.83 -1.43  0.088
O 2.06 -3.81 -2.29  0.036
C -0.64 0.89 -5.53  -0.073
C 0.74 1.32 4.81  -0.094
S -1.83 -1.48 4.75  0.595
H 0.04 -3.76 3.71  0.083
H 2.91 -3.50 1.51  0.147
C 0.43 0.52 -3.39  -0.134
C 4.11 3.59 0.13  -0.049
H -1.02 6.31 2.57  0.093
C -1.56 2.51 2.82  -0.135
P 0.92 1.73 1.97  1.137
F -2.53 -1.58 7.25  0.120
C 2.94 -0.37 4.81  -0.086
O 3.82 -1.43 0.59  0.048
H 0.93 -1.82 2.55  0.145
C -0.32 3.00 2.42  -0.363
H 2.51 3.53 3.62  0.109
H -0.99 -5.21 2.20  0.113
C 0.69 -4.00 2.88  -0.090
H -2.91 0.48 -6.87  0.099
H 1.34 1.52 -5.08  0.090
H 2.36 0.93 -0.30  0.028
Br -3.10 -1.66 -1.55  0.907
C 2.51 0.22 3.63  -0.105
H 1.64 -4.37 3.27  0.117
C 3.04 2.71 0.38  -0.316
C 0.45 1.02 -4.71  -0.099
H -4.93 -0.66 -6.04  0.090
C 2.63 -1.68 0.50  -0.580
F -4.17 0.45 2.90  0.145
H -0.80 -4.36 -0.10  0.160
C 1.41 1.07 3.62  -0.356
C -1.17 5.24 2.67  -0.097
H -0.13 1.96 4.82  0.095
C -2.91 -2.12 6.09  -0.686
C -2.29 2.16 -0.49  -0.943
H 4.42 5.03 3.18  0.087
C -2.58 3.38 3.18  -0.086
F -4.19 -1.79 5.90  0.131
F -2.84 -3.44 6.21  0.130
N 2.60 1.86 -0.62  0.112
H 0.63 0.93 6.91  0.102
H 3.05 0.01 2.71  0.098
H 3.80 -1.03 4.80  0.099
H 0.58 -5.89 1.72  0.111
C 2.96 3.55 2.63  -0.115
O -0.24 -2.80 1.13  -0.186
F -4.94 -0.54 1.14  0.130
O -0.53 -1.98 5.09  -0.269
O -1.92 -0.77 1.59  -0.393
H 1.92 -4.91 -0.06  0.146
C 2.27 -0.11 6.00  -0.106
H -3.53 2.97 3.49  0.100
C 1.26 -3.43 -1.45  -0.614
C 4.03 4.40 2.39  -0.115
C -4.40 -0.73 2.34  -0.673
C 4.59 4.42 1.12  -0.113
N -1.46 1.35 -0.40  -0.049
C -2.98 -0.92 -3.31  -0.546
S -2.86 -1.73 2.14  0.578
H -4.96 -1.58 -3.72  0.086
C 2.07 -3.00 1.02  -0.088
C 2.43 2.73 1.64  -0.306
H 1.33 0.66 -2.80  0.067
C -1.80 0.24 -5.04  -0.177
C -0.01 -4.12 0.61  -0.246
H 0.80 4.78 1.97  0.094
H -0.63 1.28 -6.54  0.095
N -2.48 -2.28 3.55  -0.272

Computed properties:
HOMO energy in eV: -2.8
E_LUMO in eV: 4.08
Net charge: -2
Kohn-Sham gap in eV: 6.86

(2)
Molecular formula: C39H30CrN3OP2S3SeTe
Method: DFT, ωB97M-V/def2-TZVPD

Each line ends with the Mulliken spin population.
Positions of all 81 atoms, in Å:
C -0.60 1.76 -6.36  0.000
H 1.40 2.42 -5.92  0.000
C 0.38 2.54 4.08  0.000
C 3.99 -3.18 2.37  0.000
C -1.95 -2.19 -3.09  -0.002
H -3.59 -2.91 -4.25  0.000
H -0.70 -2.75 2.41  0.000
N -4.76 -2.83 -0.36  -0.001
P 0.27 -1.37 -1.47  -0.001
S -0.71 -2.56 -0.19  0.004
C -1.79 1.29 -5.83  -0.001
C 0.47 2.04 -5.51  -0.001
H 0.71 4.53 4.80  0.000
C 0.52 3.29 -0.76  -0.005
H -2.47 3.60 -2.31  -0.001
C -0.63 -1.72 -3.09  -0.006
C -0.16 0.28 3.24  0.009
H -1.92 6.01 -2.01  0.000
H -0.49 1.90 -7.43  0.000
H -2.48 -2.30 -2.16  0.007
H 5.26 -4.81 3.18  0.000
N -0.53 -0.62 2.34  -0.012
H 0.21 6.66 -0.93  0.000
Cr -1.32 -0.23 0.49  1.093
H 4.71 -0.76 -3.51  0.000
S -2.86 0.61 -1.36  -0.022
N 0.19 -0.35 4.38  0.000
C 0.02 -1.71 4.20  -0.002
H -0.67 5.56 3.00  0.000
Te 2.61 -0.73 0.93  0.001
H 0.97 2.10 4.88  0.000
C -4.30 -2.09 0.41  0.003
C -1.07 3.70 2.04  -0.006
H 1.16 2.06 -3.48  0.000
C 0.24 3.91 4.05  0.002
C 2.10 -3.32 -2.27  0.001
H 0.23 -2.43 4.97  0.000
C -0.60 -1.95 -5.51  0.000
O -1.44 1.62 1.06  -0.008
C 0.83 4.63 -0.60  -0.001
H -1.65 4.14 1.23  0.000
C -1.92 1.09 -4.46  -0.002
H 5.14 -3.19 -3.76  0.000
H -2.37 -2.77 -6.41  0.000
C 0.34 1.85 -4.15  -0.001
C -0.04 5.61 -1.05  0.000
C 0.24 0.28 -0.95  -0.064
C -1.90 -2.45 -5.49  0.000
C 0.01 -1.58 -4.32  0.002
C 3.98 -1.48 -3.16  -0.001
C 3.28 -3.76 -2.86  0.000
H -0.07 -1.85 -6.44  0.000
Se -3.61 -0.93 1.65  -0.013
S 5.74 -2.01 0.99  0.000
C 4.22 -2.84 -3.31  0.000
H -2.85 0.72 -4.04  -0.001
C 5.19 -3.92 2.56  0.000
H 0.53 0.10 5.21  0.000
C 4.11 -2.10 1.54  0.000
C -0.52 4.49 3.02  0.000
C 2.82 -1.04 -2.56  -0.007
C -0.44 -1.86 2.94  0.005
H 7.26 -3.75 1.83  0.000
C 1.88 -1.96 -2.10  0.005
H 2.62 0.01 -2.42  0.001
C -1.23 5.24 -1.66  0.000
C -0.86 1.37 -3.62  0.004
C -0.91 2.30 2.03  0.016
H 1.02 -1.18 -4.36  0.001
C -2.58 -2.54 -4.28  -0.003
H 3.46 -4.82 -2.99  0.000
H -2.62 1.06 -6.49  0.000
H 1.36 -4.03 -1.93  0.001
H 1.19 2.51 -0.41  0.003
H 3.04 -3.43 2.84  0.000
C -1.54 3.90 -1.83  0.001
H 1.76 4.91 -0.11  0.000
C -0.20 1.72 3.11  0.002
C 6.24 -3.40 1.87  0.000
C -0.66 2.92 -1.39  0.008
P -0.99 1.15 -1.79  -0.005

Computed properties:
<S²>: 0.7723
2S+1: 2
HOMO energy (spin up / spin down) in eV: -0.8 / -0.8
E_LUMO (spin up / spin down) in eV: 4.21 / 4.21
Net charge: -2
Kohn-Sham gap (spin up / spin down) in eV: 4.99 / 4.99

(3)
Molecular formula: C39H30GeN3O4RuS
Method: DFT, ωB97M-V/def2-TZVPD

Each line ends with the Mulliken spin population.
Positions of all 79 atoms, in Å:
C -1.54 -3.50 1.84  0.035
H -4.69 -4.48 1.10  0.000
C -2.80 -3.46 1.25  0.021
C 2.48 -0.50 -0.65  0.012
H 1.80 -7.91 -1.49  0.000
C -5.15 -3.83 -3.47  0.001
C 6.78 -0.21 -0.54  -0.002
H -1.60 3.56 -1.86  -0.005
H -6.01 -4.46 -3.66  0.000
H -4.78 -2.19 2.67  0.000
H -5.46 -3.79 -1.35  0.000
C -5.24 -1.70 0.63  0.000
O 1.92 -1.67 -0.48  0.021
H -4.14 0.43 0.91  0.016
H -2.07 -1.61 -2.77  0.021
N 1.82 0.59 -0.83  -0.001
C -4.37 -3.39 -4.53  -0.001
C -5.52 -1.77 1.99  0.001
H 0.28 -6.20 -2.32  0.003
C -3.32 -5.57 2.35  0.000
C 2.19 -5.60 0.97  0.000
H 2.74 -5.45 1.89  0.000
H 1.22 -3.70 1.02  0.004
H -3.89 4.18 -1.17  0.014
C -3.72 -2.64 -1.89  0.003
H -4.62 -3.67 -5.54  0.000
C 3.31 -7.81 0.85  0.000
C -6.74 -1.32 2.50  0.000
N -2.41 0.65 -0.27  -0.030
C 0.83 -6.03 -1.40  0.017
C 3.98 -0.41 -0.62  0.002
H -2.64 -2.24 -5.09  0.000
H 6.48 1.90 -0.80  0.000
C 1.70 -6.99 -0.92  -0.010
N 0.44 0.38 -0.77  -0.020
C -2.94 -2.22 -2.96  -0.005
C -3.26 -2.59 -4.27  -0.003
C -2.05 -5.60 2.91  -0.001
C -0.26 1.46 -1.12  -0.047
C -7.43 -0.70 0.29  0.001
C 0.62 -4.81 -0.71  -0.014
H -0.85 -2.70 1.66  -0.061
C -3.46 3.23 -0.88  0.100
H 3.26 -2.67 -0.43  -0.002
H -0.17 -4.58 3.10  0.001
C 6.00 0.93 -0.70  0.001
C -6.21 -1.15 -0.21  -0.002
H -8.17 -0.27 -0.38  0.000
C -2.02 -0.66 -0.17  -0.207
H 6.76 -2.35 -0.31  0.000
H -1.74 -6.44 3.52  0.000
H -6.93 -1.37 3.57  0.000
H 3.44 -8.57 -0.89  0.000
Ge -3.38 -2.07 -0.03  -0.025
H 7.86 -0.14 -0.51  0.000
O 4.26 -2.79 -0.38  0.000
C 1.34 -4.63 0.49  0.025
Ru -0.25 -1.46 -0.54  1.144
C 2.39 -6.80 0.28  0.021
C -3.69 -4.50 1.53  -0.007
O 3.71 -7.84 1.98  0.005
C -1.59 1.66 -0.89  0.063
H 3.99 1.69 -0.85  -0.001
H -5.13 2.55 0.40  -0.007
S -0.52 -3.69 -1.35  0.000
C 4.62 0.82 -0.73  -0.003
C -3.64 1.12 0.26  0.079
C -1.17 -4.56 2.66  0.012
C -4.17 2.31 -0.03  -0.089
C -7.69 -0.78 1.65  0.000
O 3.73 -8.79 0.00  0.001
H -4.02 -6.38 2.53  0.000
H -8.63 -0.40 2.05  0.000
H 0.31 2.27 -1.57  -0.010
C -2.21 2.88 -1.27  -0.065
C 6.17 -1.45 -0.43  0.001
C 4.78 -1.56 -0.48  0.000
H -6.00 -1.06 -1.27  -0.002
C -4.83 -3.45 -2.17  -0.004

Computed properties:
<S²>: 0.8880
2S+1: 2
HOMO energy (spin up / spin down) in eV: -0.5 / -0.7
E_LUMO (spin up / spin down) in eV: 4.31 / 4.31
Net charge: -2
Kohn-Sham gap (spin up / spin down) in eV: 4.78 / 5.04

(4)
Molecular formula: C39H30N2O4PdS2
Method: DFT, ωB97M-V/def2-TZVPD

Each line ends with the Löwdin charge.
Positions of all 78 atoms, in Å:
C 2.15 -2.32 -0.41  -0.165
C -0.09 -0.38 4.36  -0.070
H 1.13 -4.10 0.03  0.157
C 2.43 0.03 -1.34  -0.181
C 2.28 2.24 -2.32  -0.071
C 0.94 -0.72 5.24  -0.087
C 3.68 -3.93 0.32  -0.557
H 2.70 2.36 -4.43  0.109
O 3.38 -2.96 -0.70  -0.012
C 2.35 -0.81 -0.08  -0.371
H 2.25 -3.31 3.51  0.114
C -1.66 -6.55 2.85  -0.094
C 4.73 -0.11 2.83  -0.065
H -2.16 -7.45 3.19  0.100
C 5.03 -3.69 0.94  0.032
C -0.41 1.67 -6.24  -0.167
H 2.99 -1.54 -2.70  0.119
C -0.28 -6.50 2.81  -0.075
C 1.76 -1.78 4.93  -0.073
H 1.08 -0.16 6.16  0.102
C 2.20 1.40 -1.22  -0.044
C 4.86 -0.45 0.09  -0.026
C -0.58 0.50 -4.11  -0.045
H 4.92 -0.58 -0.98  0.121
C -0.26 -1.09 3.19  -0.057
C 0.33 -2.92 1.55  -0.377
O 1.31 -0.40 0.75  -0.217
C 2.87 0.35 -3.69  -0.068
N -0.99 5.13 -5.46  0.186
S -1.11 1.71 -0.33  0.723
H -1.11 -0.85 2.56  0.092
C 0.59 -2.13 2.84  -0.141
N -0.22 1.66 -7.37  0.185
H 2.10 3.30 -2.21  0.113
C -0.36 -4.23 1.99  -0.127
H 1.45 -5.33 2.36  0.109
H 4.67 0.02 3.90  0.104
C -2.39 -5.44 2.47  -0.076
C -0.80 0.51 -2.73  -0.637
C 3.57 -5.32 -0.30  0.021
H 2.55 -2.07 5.61  0.107
H -1.24 3.85 -2.26  0.129
H 5.79 -3.68 0.16  0.101
H 6.96 -0.13 0.30  0.105
H 1.52 -2.36 -1.31  0.119
H -3.47 -5.46 2.49  0.102
C 3.63 -0.54 0.73  -0.118
H -0.37 -0.43 -4.62  0.131
C -1.07 2.91 -2.78  -0.045
C -0.94 4.14 -4.88  -0.164
H 5.04 -2.74 1.47  0.071
O -0.60 -2.28 0.72  -0.322
C 2.62 1.71 -3.57  -0.085
H 6.86 0.16 2.76  0.101
H 5.26 -4.49 1.64  0.096
H -2.33 -3.43 1.73  0.112
H 1.97 1.79 -0.24  0.116
C -1.75 -4.29 2.04  -0.017
S -0.87 -0.98 -1.87  0.858
Pd -0.54 -0.39 0.21  0.783
C 3.57 -0.35 2.11  -0.006
O 2.69 -3.74 1.32  -0.030
H -0.76 0.44 4.60  0.105
H 4.29 -5.40 -1.12  0.094
C 2.77 -0.49 -2.59  -0.031
C 5.95 -0.03 2.19  -0.088
C 0.37 -5.35 2.38  -0.021
C 1.54 -3.28 0.63  -0.153
C -1.00 1.72 -2.06  -0.670
H 0.31 -7.36 3.11  0.102
C 1.59 -2.49 3.74  -0.026
H 2.62 -0.40 2.62  0.098
C -0.64 1.68 -4.82  -0.180
H 2.57 -5.49 -0.70  0.087
H 3.80 -6.08 0.44  0.093
H 3.14 -0.06 -4.66  0.109
C 6.02 -0.20 0.81  -0.076
C -0.90 2.90 -4.15  -0.172

Computed properties:
HOMO energy (spin up / spin down) in eV: -8.9 / -8.9
E_LUMO (spin up / spin down) in eV: -3.27 / -3.27
Net charge: 0
Kohn-Sham gap (spin up / spin down) in eV: 5.62 / 5.62

(5)
Molecular formula: C39H30N5O2PPdS
Method: DFT, ωB97M-V/def2-TZVPD

Each line ends with the Löwdin charge.
Positions of all 79 atoms, in Å:
H -2.71 -2.52 0.17  0.102
H -0.02 -7.55 -2.44  0.105
C -4.53 -2.56 -2.69  -0.074
C 0.94 -2.30 -2.36  -0.283
H -1.37 -2.84 -3.89  0.103
C 0.27 3.13 -3.47  -0.067
C -5.53 0.93 0.53  -0.024
C 3.18 -2.42 -3.26  -0.075
H 2.44 1.14 1.89  0.046
O -0.08 -2.04 0.18  -0.386
H 3.25 0.73 3.43  0.098
H -3.71 -2.70 -4.67  0.105
C -6.28 -0.64 2.69  -0.028
H 1.44 0.10 -4.71  0.099
H 0.28 5.03 -4.48  0.107
C 0.28 -5.00 0.46  -0.063
H 0.32 2.57 -4.40  0.100
N 4.02 -1.14 0.14  0.082
C -7.25 0.03 1.95  -0.239
H 0.18 6.36 -2.40  0.111
H -6.58 -1.25 3.53  0.119
H -0.29 -0.72 -3.15  0.101
N 1.98 0.15 -0.23  0.034
H -7.63 1.32 0.28  0.120
C -6.87 0.81 0.86  -0.028
C 0.33 -7.27 -0.33  -0.079
H -5.55 -2.50 -3.04  0.106
C 0.10 3.61 1.07  -0.458
C -3.15 0.41 0.94  -0.139
C -2.17 -2.73 -3.17  -0.086
C -0.10 -5.48 -1.87  -0.072
C 2.96 -0.48 -0.08  -0.362
N -9.76 -0.22 2.56  0.149
S 0.10 5.21 0.46  1.078
H 4.17 -2.88 -3.27  0.099
P -0.24 -2.80 -1.11  0.793
C -0.68 -0.96 3.20  -0.066
H 2.43 -3.73 -1.73  0.116
C 0.68 -1.21 -3.19  -0.110
H -5.06 -2.44 -0.61  0.106
O 1.30 0.10 3.32  -0.051
H -0.31 -5.13 -2.88  0.110
C 0.20 5.28 -2.37  -0.084
C -2.00 0.40 0.56  -0.120
C -3.49 -2.67 -3.61  -0.075
H 3.67 -0.98 -4.76  0.109
C 0.06 -6.83 -1.63  -0.074
C 0.16 4.59 -1.15  -0.470
C 0.25 4.53 -3.52  -0.079
H 0.06 3.42 2.13  0.084
C 1.65 -0.74 -4.06  -0.074
H -0.94 -1.73 2.47  0.065
C -4.25 -2.52 -1.33  -0.067
H -4.19 -1.04 2.93  0.111
C -4.54 0.28 1.27  -0.257
C -2.94 -2.57 -0.89  -0.074
C 2.90 -1.35 -4.09  -0.061
C -1.89 -2.67 -1.81  -0.265
C 0.23 2.45 -2.27  -0.016
H 2.05 2.03 3.38  0.089
H -1.58 -0.36 3.35  0.080
C 5.01 -1.53 -0.64  -0.403
C 2.34 1.07 2.96  0.001
N 5.91 -1.89 -1.27  0.090
Pd 0.00 0.38 0.45  0.802
C 0.01 -4.56 -0.83  -0.280
H 0.26 1.37 -2.23  0.070
C -4.94 -0.52 2.35  -0.027
H 0.46 -8.33 -0.14  0.105
C 2.20 -2.90 -2.40  -0.069
C 0.18 3.19 -1.10  -0.296
H -0.34 -1.39 4.14  0.088
H 0.65 -6.71 1.71  0.105
H -5.23 1.55 -0.31  0.118
C 0.44 -6.36 0.71  -0.073
C -8.65 -0.11 2.29  -0.183
N 0.14 2.67 0.20  -0.028
C 0.32 -0.07 2.57  -0.240
H 0.37 -4.28 1.26  0.103

Computed properties:
HOMO energy (spin up / spin down) in eV: -8.2 / -7.9
E_LUMO (spin up / spin down) in eV: -0.83 / -0.45
Net charge: 0
Kohn-Sham gap (spin up / spin down) in eV: 7.36 / 7.46

(6)
Molecular formula: C39H31F5N3O3PS5Ti
Method: DFT, ωB97M-V/def2-TZVPD

Each line ends with the Löwdin charge.
Positions of all 88 atoms, in Å:
Ti -0.64 -0.94 -0.01  0.426
H 4.01 2.10 -1.10  0.110
H 4.48 2.57 5.03  0.104
C 1.73 1.36 3.47  -0.262
F 0.28 -2.69 2.26  0.078
F -0.75 -7.99 1.95  0.122
H -4.32 2.51 -3.66  0.108
C -2.77 2.21 -2.21  -0.118
H -2.94 5.76 1.23  0.111
C 4.51 1.15 3.42  -0.088
C -2.06 3.91 0.58  -0.090
C 1.96 -2.73 -0.68  -0.910
H -2.78 3.39 -5.38  0.103
H -4.04 2.27 3.42  0.117
H 0.52 2.85 -2.72  0.097
C -1.18 -0.78 -3.38  -0.702
C -0.78 -0.73 -4.82  -0.108
C -3.57 4.09 2.43  -0.059
C -2.40 3.10 -4.41  -0.081
H -3.45 1.83 -1.46  0.088
H 2.01 2.73 5.08  0.119
H 4.34 3.83 0.63  0.107
C -0.52 -6.68 2.03  -0.145
C 3.16 2.47 -0.53  -0.065
C 1.57 -0.27 1.57  -0.396
N 1.31 -1.83 0.01  -0.246
H -4.18 4.69 3.09  0.109
H 3.76 -5.18 -1.02  0.077
C 2.27 3.90 1.17  -0.069
H 2.78 -4.99 -3.27  0.082
S -1.33 -3.41 -0.21  0.674
C 2.35 0.52 2.54  -0.071
F -1.58 -6.37 -0.03  0.091
H -1.51 4.37 -0.23  0.120
S -2.78 -0.94 -1.22  0.652
C -2.68 1.93 1.80  -0.176
H -1.64 -0.58 -5.47  0.069
H -0.07 0.09 -4.98  0.065
H 2.41 4.64 1.94  0.110
C -3.47 2.73 2.63  -0.023
C 0.15 -6.17 3.12  -0.143
C -2.86 4.69 1.39  -0.051
O 0.28 -0.04 1.42  -0.262
C -0.01 -4.00 2.16  -0.215
P -0.83 1.61 -0.35  1.059
C -3.62 -1.19 -3.82  -0.113
C -1.05 3.21 -4.14  -0.078
H -0.37 3.60 -4.89  0.105
C -3.27 2.60 -3.45  -0.073
C -1.41 2.30 -1.94  -0.364
C 0.41 -4.81 3.19  -0.143
H -3.67 -0.47 -4.64  0.069
C -0.94 -5.84 1.01  -0.239
F 0.54 -6.98 4.11  0.127
H -2.56 -2.33 1.20  -0.022
H -3.47 0.21 2.85  0.147
C 3.89 1.99 4.33  -0.078
C -1.94 2.54 0.78  -0.273
C -0.71 -4.46 1.05  -0.468
C 1.00 3.39 0.93  -0.076
C -2.43 -0.96 -2.93  -0.719
O 0.39 1.52 3.56  0.069
S 3.68 -2.86 -0.41  0.978
C 2.88 -4.09 -2.67  -0.494
C 2.51 2.09 4.37  -0.015
S 1.27 -3.78 -1.87  0.914
H -0.28 -1.66 -5.12  0.077
C 1.90 1.96 -0.77  -0.121
O -2.73 -1.67 1.92  -0.066
C 3.35 3.44 0.44  -0.075
N 2.16 -1.18 0.88  0.021
C 0.79 2.42 -0.05  -0.313
H 4.93 -4.20 -1.95  0.078
H -4.53 -1.11 -3.23  0.057
C 3.74 0.42 2.53  -0.020
H -3.58 -2.19 -4.26  0.086
H 4.20 -0.25 1.81  0.109
C -0.55 2.79 -2.91  -0.082
N -2.25 -0.47 1.42  -0.173
H -0.02 0.97 2.87  0.068
H 5.59 1.06 3.40  0.100
H 1.77 1.19 -1.52  0.041
C 3.91 -4.25 -1.57  -0.512
H 0.17 3.75 1.53  0.099
F 1.07 -4.31 4.24  0.129
C -2.78 0.50 2.06  -0.060
S 0.17 -0.62 -2.25  0.707
H 3.11 -3.24 -3.31  0.081

Computed properties:
HOMO energy in eV: -6.8
E_LUMO in eV: -0.75
Net charge: 0
Kohn-Sham gap in eV: 6.02

Summary of relative energy (zero: lowest compared OMol25 entry of this formula, charge and spin) in kJ/mol
4.85 4.45 14.98 0.00 120.59 0.00
(order as listed above)